ORCA calculation (ωB97M-V with the def2-TZVPD basis set) on 5 unconnected molecules or ions with the total composition C46H85FO19S.

Calculated values
Charge: 0
SMILES: CCOCCCCCc1c(S(=O)(=O)F)cc2c(c1COCCOCC)C(=O)C=CC2=O.COCCOCCOC.COCCOCCOC.COCCOCCOC.COCCOCCOC
Electronic energy (a.u.): -3730.98762
Orbital gap (eV): 7.92
2S+1: 1

```
152
Properties=species:S:1:pos:R:3:forces:R:3:mulliken_charge:R:1
C 5.9673 7.9023 0.7347 -0.17 -0.20 -0.22 -1.28
C 4.9115 8.4402 -0.2195 0.27 0.24 0.39 0.20
O 4.7808 7.5513 -1.3081 0.10 -0.13 -0.19 -0.38
C 3.5862 7.6975 -2.0531 -0.23 0.22 -0.04 -0.43
C 2.7146 6.4654 -1.8861 -0.02 -0.12 0.10 -0.69
C 3.2437 5.2422 -2.6367 0.02 -0.01 0.54 -0.80
C 2.6840 3.9317 -2.0619 -0.38 0.26 -0.14 -0.24
C 2.5098 2.8298 -3.1277 0.01 -0.09 -0.06 -2.05
C 2.8441 1.4416 -2.6346 -0.14 0.00 -0.06 -0.56
C 2.0084 0.8149 -1.7100 -0.16 -0.11 -0.01 0.99
S 0.5859 1.6485 -1.0627 0.03 0.16 0.13 1.29
O 0.9110 2.3226 0.1475 -0.10 -0.15 -0.21 -0.62
O -0.1734 2.2779 -2.0879 0.01 -0.08 0.18 -0.63
F -0.2502 0.3852 -0.6400 -0.06 0.06 -0.03 -0.21
C 2.2245 -0.4793 -1.2682 0.03 0.10 0.14 -0.94
C 3.3092 -1.1646 -1.7573 0.22 -0.03 0.00 0.37
C 4.2117 -0.5603 -2.6419 -0.09 0.02 -0.01 0.55
C 3.9726 0.7389 -3.1023 0.26 0.02 0.08 0.59
C 4.8195 1.4375 -4.1578 0.03 0.02 -0.14 -1.26
O 6.1267 0.9596 -4.3049 -0.08 0.08 -0.10 -0.41
C 6.3679 0.2217 -5.4847 0.14 -0.15 0.03 -0.04
C 6.5939 1.1084 -6.7010 -0.19 -0.10 -0.17 -0.69
O 7.0647 0.3192 -7.7741 -0.03 0.10 -0.03 -0.38
C 8.4714 0.2941 -7.9663 0.08 -0.17 -0.11 -0.28
C 9.0031 -1.1245 -7.9544 0.26 0.02 0.04 -1.09
C 5.3748 -1.4738 -2.9725 0.05 -0.05 0.03 0.56
O 6.5383 -1.1868 -2.8708 -0.01 -0.05 -0.05 -0.50
C 4.9727 -2.8942 -3.2487 -0.29 0.05 0.13 -0.67
C 4.0723 -3.4511 -2.4415 0.03 0.03 -0.22 -0.60
C 3.4826 -2.6016 -1.3706 0.07 -0.09 0.11 0.04
O 3.1646 -3.0298 -0.2855 -0.19 0.02 -0.26 -0.56
H 5.8319 8.3100 1.7354 0.07 0.11 -0.01 0.36
H 6.9710 8.1313 0.3813 0.04 -0.02 0.03 0.31
H 5.8644 6.8177 0.7936 0.02 0.01 0.07 0.31
H 3.9586 8.5528 0.3109 -0.09 -0.12 -0.07 0.32
H 5.2058 9.4360 -0.5678 -0.16 0.04 -0.08 -0.02
H 3.0363 8.5887 -1.7320 0.08 0.02 0.07 0.09
H 3.8386 7.8588 -3.1068 0.07 -0.07 -0.01 0.38
H 1.6857 6.6921 -2.1799 0.00 -0.05 -0.08 0.42
H 2.6862 6.2248 -0.8184 -0.03 0.08 0.03 0.33
H 4.3277 5.2465 -2.5009 0.07 -0.06 -0.36 0.27
H 2.9957 5.3170 -3.6967 0.13 0.08 -0.07 0.42
H 1.7051 4.1523 -1.6263 0.08 -0.08 0.02 0.56
H 3.3082 3.5834 -1.2381 0.07 0.01 0.00 0.39
H 3.1011 3.0810 -4.0002 0.02 -0.04 -0.03 0.80
H 1.4732 2.8056 -3.4646 0.09 0.15 -0.06 0.59
H 1.5608 -0.9632 -0.5694 0.01 -0.05 0.04 0.71
H 4.8861 2.4983 -3.9220 0.09 -0.03 0.12 0.46
H 4.2785 1.3687 -5.1115 -0.05 0.04 0.01 0.44
H 5.5517 -0.4821 -5.6960 -0.04 0.02 0.01 0.30
H 7.2605 -0.3795 -5.3050 0.03 0.08 0.06 0.29
H 5.6526 1.5544 -7.0343 0.02 0.06 0.06 0.23
H 7.2783 1.9238 -6.4537 0.09 -0.03 0.04 0.37
H 8.6873 0.7483 -8.9385 0.00 0.08 0.04 0.35
H 8.9843 0.8855 -7.2031 -0.09 0.05 0.07 0.31
H 10.0902 -1.0940 -8.0648 -0.02 -0.03 -0.04 0.36
H 8.7880 -1.6301 -7.0128 -0.10 0.02 -0.01 0.27
H 8.6020 -1.7115 -8.7788 -0.11 -0.01 0.03 0.28
H 5.4958 -3.4384 -4.0236 0.13 0.00 0.06 0.43
H 3.7648 -4.4870 -2.5093 0.13 -0.03 0.15 0.41
C -4.5020 -4.7723 4.0089 0.03 -0.05 -0.18 -0.18
O -4.0933 -3.6731 3.2257 0.13 0.11 0.24 -0.30
C -4.9806 -2.5702 3.2363 -0.07 -0.12 -0.17 -0.48
C -4.2703 -1.2537 3.4614 0.01 0.10 -0.16 -0.33
O -3.7002 -1.0837 4.7438 -0.08 0.11 0.13 -0.45
C -2.5412 -1.8143 5.1010 0.01 -0.12 0.09 -0.14
C -1.2669 -1.4062 4.3964 0.20 -0.05 -0.01 -0.55
O -1.2786 -1.7361 3.0213 -0.26 0.07 0.00 -0.31
C -0.8160 -0.7245 2.1544 0.06 -0.13 0.10 -0.82
H -5.1799 -5.4208 3.4425 -0.08 -0.03 0.13 -0.14
H -3.6132 -5.3471 4.2706 0.01 -0.01 -0.05 0.05
H -4.9885 -4.4526 4.9355 -0.03 -0.01 -0.01 0.42
H -5.7533 -2.7024 4.0018 0.04 -0.01 0.04 0.35
H -5.4772 -2.5169 2.2581 -0.11 0.06 0.05 0.35
H -5.0364 -0.4761 3.3968 0.01 0.01 -0.02 0.41
H -3.5478 -1.0618 2.6652 0.07 -0.16 0.05 0.06
H -2.7002 -2.8919 5.0201 0.01 0.03 -0.17 -0.03
H -2.3944 -1.5856 6.1596 0.00 -0.03 0.01 0.41
H -0.4406 -1.9433 4.8812 0.03 0.09 0.06 0.37
H -1.0991 -0.3330 4.5390 -0.05 0.02 -0.05 0.33
H -1.1373 0.2685 2.4846 0.00 0.01 -0.02 0.40
H -1.2430 -0.9189 1.1734 0.02 -0.04 -0.02 0.21
H 0.2773 -0.7364 2.0772 0.00 0.07 0.00 0.36
C 0.8123 12.3307 -3.5950 -0.06 0.08 0.03 -0.72
O 1.4750 13.0099 -2.5531 0.24 -0.07 -0.06 -0.31
C 1.5815 12.2937 -1.3386 -0.18 0.06 0.02 -0.58
C 2.9755 12.3371 -0.7519 0.01 0.07 0.13 -0.30
O 3.9692 11.6494 -1.4886 0.07 -0.16 0.06 -0.33
C 4.4045 12.1593 -2.7361 -0.03 -0.06 -0.13 -0.26
C 5.1919 13.4495 -2.6798 0.10 0.13 -0.12 -0.66
O 4.4005 14.5562 -2.2952 -0.14 -0.15 0.17 -0.30
C 4.9840 15.4080 -1.3359 0.00 0.04 -0.09 -0.78
H -0.2752 12.4323 -3.5125 -0.01 -0.06 0.01 0.31
H 1.1322 12.7782 -4.5357 -0.03 0.03 0.01 0.24
H 1.0701 11.2666 -3.6105 0.00 -0.01 0.00 0.30
H 1.2806 11.2491 -1.4777 0.03 -0.01 -0.04 0.32
H 0.9022 12.7442 -0.6032 -0.03 -0.10 0.04 0.38
H 2.9226 11.7998 0.1993 0.01 0.02 0.01 0.41
H 3.2750 13.3625 -0.5254 -0.04 0.03 -0.18 0.12
H 3.5825 12.2345 -3.4512 -0.05 0.15 0.09 0.10
H 5.0919 11.3968 -3.1125 -0.01 -0.01 -0.02 0.40
H 5.5881 13.6321 -3.6876 0.10 -0.04 0.02 0.39
H 6.0437 13.3253 -2.0020 -0.04 0.00 0.06 0.35
H 5.5390 14.8432 -0.5797 0.00 0.00 0.01 0.36
H 4.1775 15.9487 -0.8415 0.00 0.03 -0.04 0.24
H 5.6580 16.1349 -1.8016 0.05 -0.02 0.02 0.30
C -4.5891 -12.3343 5.3481 -0.06 0.01 -0.08 -0.82
O -4.4529 -11.0665 4.7497 0.23 0.05 0.09 -0.31
C -5.0561 -9.9980 5.4560 -0.18 -0.07 -0.08 -0.54
C -4.1423 -8.8009 5.5923 -0.04 0.14 -0.09 0.10
O -3.0066 -8.9873 6.4170 0.00 0.05 0.16 -0.47
C -1.9288 -9.7881 5.9664 0.05 -0.10 0.06 -0.27
C -1.1190 -9.1983 4.8330 0.11 -0.04 -0.07 -0.52
O -1.8538 -9.1576 3.6267 -0.12 0.00 0.03 -0.33
C -1.8144 -7.9333 2.9305 -0.06 -0.05 -0.01 -0.64
H -5.5513 -12.7953 5.0982 -0.02 0.00 0.06 0.30
H -3.7907 -12.9684 4.9633 -0.02 0.00 -0.04 0.25
H -4.4941 -12.2786 6.4374 0.01 0.00 0.01 0.37
H -5.3756 -10.3246 6.4518 0.06 -0.03 0.01 0.36
H -5.9469 -9.6682 4.9054 -0.05 0.02 0.08 0.28
H -4.7258 -8.0296 6.1027 0.00 0.02 -0.02 0.36
H -3.8715 -8.4053 4.6111 0.04 -0.16 -0.02 -0.09
H -2.2474 -10.8054 5.7280 -0.08 0.08 -0.14 0.09
H -1.2594 -9.8487 6.8284 -0.01 -0.04 0.01 0.40
H -0.2330 -9.8306 4.6884 0.05 0.06 0.06 0.39
H -0.7757 -8.1977 5.1183 -0.05 0.03 -0.03 0.33
H -1.8248 -7.0846 3.6220 0.04 0.04 -0.04 0.25
H -2.7122 -7.8848 2.3138 0.03 0.01 -0.05 0.20
H -0.9379 -7.8592 2.2789 0.05 0.03 0.06 0.33
C -9.1336 -9.3898 -0.3292 -0.09 -0.01 -0.02 -0.77
O -9.7502 -8.5206 0.5935 0.20 0.15 0.05 -0.32
C -9.7881 -8.9869 1.9283 -0.15 -0.11 -0.06 -0.53
C -9.3488 -7.9370 2.9247 -0.12 0.02 0.08 -0.28
O -7.9822 -7.5778 2.8595 0.16 0.01 0.17 -0.31
C -7.5085 -6.7898 1.7826 0.09 -0.09 -0.15 -0.41
C -7.9701 -5.3487 1.7701 0.01 0.16 -0.13 -0.38
O -9.3549 -5.2296 1.5053 -0.07 -0.20 0.18 -0.34
C -10.0522 -4.3377 2.3449 0.02 0.04 -0.09 -0.77
H -9.8297 -10.1577 -0.6839 0.03 -0.05 0.03 0.31
H -8.8133 -8.7916 -1.1818 -0.04 0.00 -0.01 0.24
H -8.2544 -9.8783 0.1027 0.01 0.00 0.00 0.35
H -9.1633 -9.8792 2.0447 0.05 0.02 -0.03 0.31
H -10.8213 -9.2639 2.1762 0.03 -0.08 0.05 0.40
H -9.4654 -8.3876 3.9143 -0.02 0.03 0.01 0.39
H -10.0026 -7.0636 2.8873 0.04 0.01 -0.17 0.05
H -7.6989 -7.2678 0.8192 -0.18 0.07 0.02 0.11
H -6.4239 -6.7727 1.9199 0.01 0.02 -0.03 0.37
H -7.4216 -4.8272 0.9745 0.13 0.00 0.08 0.41
H -7.7103 -4.8731 2.7230 -0.07 -0.03 0.04 0.24
H -9.6953 -4.3950 3.3785 0.00 -0.01 0.01 0.35
H -11.1043 -4.6208 2.3258 0.00 0.02 -0.04 0.25
H -9.9623 -3.3036 1.9951 0.03 0.02 0.05 0.31
```
Positions in Å, forces in eV/Å.